1.
{"formula": "C15H22BrNO6S", "method": "ωB97M-V with the def2-TZVPD basis set", "species": ["Br", "S", "O", "O", "O", "O", "O", "O", "N", "C", "C", "C", "C", "C", "C", "C", "C", "C", "C", "C", "C", "C", "C", "C", "H", "H", "H", "H", "H", "H", "H", "H", "H", "H", "H", "H", "H", "H", "H", "H", "H", "H", "H", "H", "H", "H"], "positions_angstrom": [[-1.594, -4.223, -2.524], [-2.244, -0.309, -2.074], [-3.233, 0.498, -2.949], [-3.137, -1.362, -1.365], [-1.504, 0.487, -0.716], [-0.822, -0.958, -2.836], [1.189, -4.296, -1.814], [1.463, -0.805, -2.747], [1.450, 2.426, 0.026], [0.143, -2.048, -0.850], [0.672, 1.129, 0.145], [0.116, -3.501, -1.679], [-1.747, -0.947, 3.927], [-0.128, 0.757, -1.248], [-0.434, 1.960, -2.319], [-3.266, 0.857, 3.405], [-1.796, -0.598, 5.276], [2.696, -1.137, -2.017], [3.993, -0.713, -2.982], [2.672, 2.277, -0.878], [0.287, -0.748, -1.849], [-2.480, -0.218, 2.991], [-2.585, 0.475, 5.691], [-3.323, 1.200, 4.756], [-1.136, -1.787, 3.605], [1.742, 2.778, 0.984], [2.840, -2.273, -1.779], [0.363, 2.817, -2.348], [-0.872, -2.052, -0.222], [-2.439, -0.488, 1.939], [3.608, 1.819, -0.319], [2.915, 3.379, -1.267], [-2.625, 0.745, 6.743], [-1.220, -1.162, 6.005], [-3.836, 1.426, 2.675], [-0.150, 1.292, 0.995], [4.999, -0.917, -2.388], [-3.941, 2.034, 5.079], [2.738, -0.565, -0.981], [-0.545, 1.584, -3.446], [1.315, 0.209, 0.478], [3.918, 0.400, -3.362], [2.462, 1.639, -1.838], [1.001, -2.109, -0.023], [-1.458, 2.471, -1.993], [3.933, -1.442, -3.908]], "lowdin_charge": [0.67, 0.88, -0.29, -0.36, -0.25, -0.21, -0.10, -0.09, -0.15, -0.05, -0.13, -0.55, -0.10, -0.32, -0.02, -0.09, -0.10, -0.23, -0.08, -0.15, -0.34, -0.10, -0.10, -0.10, 0.10, 0.12, 0.12, 0.09, 0.14, 0.09, 0.10, 0.10, 0.10, 0.10, 0.10, 0.15, 0.09, 0.10, 0.11, 0.12, 0.12, 0.08, 0.07, 0.14, 0.12, 0.09], "homo_lumo_gap_ev": 9.070, "smiles": "CCO[C@]1(CC(=O)Br)OS(=O)(=O)O[C@@]1(C)CNC.c1ccccc1"}



2.
{"formula": "C15H22F2N2O7S", "method": "ωB97M-V with the def2-TZVPD basis set", "species": ["S", "F", "F", "O", "O", "O", "O", "O", "O", "O", "N", "N", "C", "C", "C", "C", "C", "C", "C", "C", "C", "C", "C", "C", "C", "C", "C", "H", "H", "H", "H", "H", "H", "H", "H", "H", "H", "H", "H", "H", "H", "H", "H", "H", "H", "H", "H", "H", "H"], "positions_angstrom": [[0.455, 0.090, -3.500], [7.401, -2.952, 3.560], [1.612, 1.251, -3.053], [3.020, -2.352, 3.809], [-2.283, -0.360, -5.146], [-2.499, -0.931, 2.956], [4.316, -3.004, 2.073], [0.735, -0.315, -4.910], [5.237, -2.699, 4.109], [0.503, -1.063, -2.542], [-1.066, 0.944, -3.438], [-3.093, 2.005, 0.235], [4.093, -2.655, 3.370], [-1.407, 1.284, 2.073], [-1.625, 2.815, -1.776], [-2.816, 1.933, 1.697], [-3.307, -1.414, -5.157], [6.158, -3.437, 3.331], [1.390, -0.076, 2.940], [-1.329, -0.149, 2.718], [0.036, -0.805, 3.142], [5.721, -3.157, 1.929], [-1.225, 1.275, -1.950], [-2.206, 0.037, -3.755], [1.340, 1.337, 2.289], [-2.429, 3.166, -0.429], [-0.019, 1.992, 1.865], [-2.762, -1.411, 2.135], [-2.959, 2.959, 2.208], [0.041, -1.848, 3.634], [2.353, 1.869, 2.154], [2.371, -0.585, 3.264], [-4.107, 2.098, 0.078], [5.959, -3.975, 1.247], [6.114, -4.493, 3.614], [-2.170, 3.255, -2.697], [-1.767, 3.787, 0.289], [-0.252, 1.108, -1.365], [-3.278, 3.892, -0.738], [-1.984, 0.526, -1.546], [-2.208, -0.941, -3.135], [-2.875, -2.440, -4.873], [-4.113, -1.184, -4.361], [-3.619, 1.228, 2.143], [-3.835, -1.410, -6.169], [-0.629, 3.404, -1.722], [0.043, 3.027, 1.392], [-3.187, 0.606, -3.524], [6.148, -2.233, 1.531]], "lowdin_charge": [0.81, 0.08, -0.21, 0.14, -0.19, -0.06, 0.08, -0.29, 0.15, -0.30, -0.18, -0.10, -0.51, -0.08, -0.15, -0.20, -0.10, -0.32, -0.05, -0.19, 0.01, -0.07, -0.22, -0.28, -0.07, -0.23, -0.03, 0.12, 0.13, 0.11, 0.09, 0.07, 0.11, 0.14, 0.18, 0.12, 0.11, 0.11, 0.12, 0.11, 0.14, 0.11, 0.09, 0.12, 0.10, 0.12, 0.08, 0.16, 0.15], "homo_lumo_gap_ev": 8.738, "smiles": "COCN(CCCNCc1ccccc1O)S(=O)(=O)F.O=C1OC[C@@H](F)O1"}



3.
{"formula": "C15H22F3N5O6Ru", "method": "ωB97M-V with the def2-TZVPD basis set", "species": ["Ru", "F", "F", "F", "O", "O", "O", "O", "O", "O", "N", "N", "N", "N", "N", "C", "C", "C", "C", "C", "C", "C", "C", "C", "C", "C", "C", "C", "C", "C", "H", "H", "H", "H", "H", "H", "H", "H", "H", "H", "H", "H", "H", "H", "H", "H", "H", "H", "H", "H", "H", "H"], "positions_angstrom": [[-1.038, 0.241, -0.119], [1.963, 3.607, -0.775], [2.542, 2.547, -2.572], [0.950, 4.014, -2.650], [7.515, 0.379, -0.509], [-0.668, 2.315, -1.196], [0.829, -0.885, 0.747], [0.841, 0.772, -1.627], [7.382, 2.202, 0.640], [0.591, 1.244, 1.206], [-1.712, -0.139, 2.086], [-3.044, 1.424, -0.261], [-0.521, -1.565, -1.524], [6.910, 1.192, 0.160], [-2.998, -1.440, -0.121], [2.811, 0.469, 0.828], [3.564, -0.450, 0.105], [4.747, 1.847, 1.145], [-1.996, -1.576, 2.160], [-2.669, -2.541, -1.041], [3.397, 1.618, 1.344], [-1.176, -2.795, -1.088], [-4.171, -0.701, -0.608], [-4.269, 0.671, 0.026], [0.472, 1.957, -1.558], [4.909, -0.219, -0.110], [1.505, 3.056, -1.908], [-3.177, -1.912, 1.265], [1.339, 0.260, 0.952], [5.480, 0.929, 0.414], [-5.155, 1.169, -0.373], [0.484, -1.607, -1.396], [-4.076, -1.455, 1.682], [-2.234, -1.896, 3.178], [-0.871, 0.103, 2.600], [-5.096, -1.264, -0.440], [-3.014, 1.736, -1.227], [3.090, -1.335, -0.294], [2.791, 2.332, 1.884], [-3.203, -3.457, -0.774], [-2.953, 2.255, 0.314], [-0.783, -3.060, -0.107], [5.518, -0.902, -0.683], [-4.056, -0.557, -1.683], [-0.711, -1.343, -2.494], [-2.984, -2.258, -2.047], [-0.983, -3.629, -1.768], [-4.393, 0.601, 1.107], [5.228, 2.733, 1.532], [-2.481, 0.412, 2.451], [-3.325, -2.994, 1.284], [-1.098, -2.103, 1.840]], "lowdin_spin": [0.84, 0.00, 0.00, 0.00, 0.00, 0.06, 0.00, -0.07, 0.00, 0.03, -0.01, -0.01, 0.04, 0.00, 0.08, 0.00, 0.00, 0.00, 0.00, 0.00, 0.00, 0.01, 0.00, 0.00, 0.00, 0.00, 0.00, 0.00, 0.00, 0.00, 0.00, 0.00, 0.00, 0.00, 0.00, 0.00, 0.00, 0.00, 0.00, 0.00, 0.00, 0.00, 0.00, 0.00, 0.00, 0.00, 0.00, 0.00, 0.00, 0.00, 0.00, 0.00], "de_lowest_kcal_mol": 59.7, "homo_lumo_gap_ev": [7.323, 7.792], "multiplicity": 2, "charge": 1}



4.
{"formula": "C15H22F7NNbO3", "method": "ωB97M-V with the def2-TZVPD basis set", "species": ["Nb", "F", "F", "F", "F", "F", "F", "F", "O", "O", "O", "N", "C", "C", "C", "C", "C", "C", "C", "C", "C", "C", "C", "C", "C", "C", "C", "H", "H", "H", "H", "H", "H", "H", "H", "H", "H", "H", "H", "H", "H", "H", "H", "H", "H", "H", "H", "H", "H"], "positions_angstrom": [[-0.180, -1.604, 2.630], [0.971, -0.221, 3.361], [-1.162, 2.525, -2.017], [-1.251, 1.865, 2.754], [-1.549, -0.406, -2.162], [-3.020, 2.443, -0.858], [-1.211, 2.628, 4.783], [-3.091, 2.049, 3.885], [-1.592, 0.511, 4.511], [4.289, 1.033, 1.250], [4.346, 2.128, 3.207], [-1.550, 1.948, -6.448], [-2.007, 1.726, -1.352], [3.387, -1.195, 1.655], [-1.937, -0.208, 0.236], [-0.491, -0.563, 0.625], [1.518, -2.950, 2.001], [-1.999, -0.611, 3.652], [-1.334, -0.210, -6.877], [-1.450, 1.026, -7.455], [-1.494, 1.316, -5.235], [2.518, -2.307, 1.030], [4.052, 2.088, 2.051], [-1.777, 1.706, 3.991], [-1.863, 0.413, -1.122], [-1.362, -0.025, -5.466], [3.113, 0.171, 1.066], [2.076, -3.209, 2.906], [3.605, 2.963, 1.560], [-2.438, -1.331, 4.339], [3.303, -1.153, 2.739], [-1.471, 1.327, -8.488], [-2.387, 0.541, 0.882], [-1.553, 1.872, -4.315], [2.942, 0.118, -0.007], [0.114, 0.344, 0.557], [-2.552, -1.106, 0.174], [-2.803, -0.327, 2.973], [-1.238, -1.144, -7.405], [-1.650, 2.937, -6.577], [2.270, 0.651, 1.560], [1.118, -3.897, 1.634], [-0.138, -1.268, -0.136], [4.434, -1.400, 1.426], [-1.375, -2.878, 2.141], [3.210, -3.088, 0.703], [2.055, -1.930, 0.116], [-1.292, -0.785, -4.707], [-0.107, -2.515, 4.229]], "lowdin_charge": [1.54, -0.47, 0.10, 0.12, 0.05, 0.11, 0.15, 0.12, -0.06, -0.06, 0.10, 0.00, -0.30, -0.19, -0.24, -0.32, -0.39, -0.31, -0.12, -0.16, -0.13, -0.30, -0.37, -0.76, -0.23, -0.10, -0.18, 0.02, 0.14, 0.03, 0.11, 0.10, 0.09, 0.09, 0.12, 0.04, 0.10, 0.04, 0.08, 0.14, 0.09, 0.02, 0.04, 0.11, -0.11, 0.09, 0.08, 0.08, -0.10], "de_lowest_kcal_mol": 0.0, "homo_lumo_gap_ev": 7.720, "charge": -1}



Per-record calculated total energy, a.u.: -4062.86753 -1818.60141 -1704.18152 -1621.12111